No. 1
C11H18Cl2N2O3PdS as an isolated structure. Source: OMol25; level of theory: ωB97M-V with the def2-TZVPD basis set.

Properties
* E_tot: -2211.001098 Eh
* gap between HOMO and LUMO (alpha / beta): 7.232 / 7.225 eV
* maximum force: 0.23 eV Å⁻¹
* HOMO level (alpha / beta): -16.007 / -16.093 eV
* total charge: +2

```
38
Properties=species:S:1:pos:R:3:forces:R:3:lowdin_charge:R:1
Pd -0.177084 0.431789 -1.024328 -0.1 0.2 0.0 0.815
C -1.221552 -0.716100 4.130028 0.0 0.0 0.0 0.003
O -0.275524 -0.916429 3.055611 0.0 0.0 0.0 0.040
C -0.423703 -0.359986 1.881404 0.0 0.0 0.1 -0.566
O 0.387771 -0.569301 0.991180 0.1 -0.1 0.1 0.004
N -1.524628 0.435823 1.693225 -0.1 0.0 0.0 0.054
N -1.669498 1.141837 0.487815 0.1 -0.1 -0.1 0.009
H -0.850693 -1.320929 4.948269 0.0 0.0 0.0 0.113
H -2.210360 -1.068353 3.838265 0.0 0.0 0.0 0.108
H -1.235819 0.330084 4.436605 0.0 0.0 0.0 0.107
H -2.107996 0.719356 2.464577 0.0 0.0 0.0 0.149
H -1.431044 2.125082 0.613578 0.0 0.0 0.0 0.123
H -2.634770 1.072856 0.175819 0.0 0.0 0.0 0.123
C 1.539774 -1.260103 -5.993896 0.0 0.0 0.0 -0.032
C 1.653432 -0.379019 -4.785045 0.0 0.0 -0.1 -0.236
C 1.697712 -0.911296 -3.499304 0.0 0.0 0.0 -0.032
C 1.856764 -0.098513 -2.375711 -0.1 0.0 0.1 -0.147
C 1.968033 1.290736 -2.570000 0.0 0.0 0.0 -0.426
C 1.899637 1.847279 -3.836773 0.0 0.0 -0.1 -0.040
C 1.751482 1.008244 -4.931892 0.0 0.0 0.0 0.029
S 2.104512 2.390727 -1.191714 0.1 0.0 0.0 1.099
C 3.338465 1.595782 -0.177356 0.0 0.0 0.0 -0.191
O 0.757343 2.104371 -0.460702 -0.1 -0.1 0.0 -0.599
H 1.411876 -2.305890 -5.724262 0.0 0.0 0.0 0.076
H 2.439921 -1.172480 -6.604769 0.0 0.0 0.0 0.106
H 0.699449 -0.953660 -6.618470 0.0 0.0 0.0 0.099
H 1.663962 -1.986878 -3.373271 0.0 0.0 0.0 0.121
H 2.087353 -0.558047 -1.418265 0.0 0.0 0.0 0.111
H 1.972911 2.919411 -3.971232 0.0 0.0 0.0 0.129
H 1.720745 1.439117 -5.925408 0.0 0.0 0.0 0.142
H 2.978186 0.618929 0.139369 0.0 0.0 0.0 0.060
H 3.492630 2.240253 0.686642 0.0 0.0 0.0 0.078
H 4.261734 1.523282 -0.752571 0.0 0.0 0.0 0.090
Cl -1.327693 -2.417141 -4.186911 0.0 0.0 -0.1 0.656
C -1.250204 -2.757759 -2.491259 0.0 0.0 0.0 -0.886
Cl -1.760457 -1.317633 -1.490429 0.0 0.0 0.0 0.624
H -0.246865 -3.013469 -2.173972 0.0 0.0 0.0 0.039
H -1.970602 -3.521628 -2.220842 0.0 0.0 0.0 0.050
```
Positions in Å, forces in eV/Å.



No. 2
A 2-piece molecular cluster, C7H9ClO2Si overall. Source: OMol25; level of theory: ωB97M-V with the def2-TZVPD basis set.

Properties
* E_tot: -1172.321702 Eh
* gap between HOMO and LUMO: 7.646 eV
* maximum force: 4.38 eV Å⁻¹
* HOMO level: -7.978 eV
* structure (SMILES): C=C1C=CC=CC1.O=[Si](O)Cl

```
20
Properties=species:S:1:pos:R:3:forces:R:3:lowdin_charge:R:1
C 1.690173 -1.852937 0.012804 -2.3 3.5 -1.1 -0.072
C 0.849372 -1.265199 -0.906797 2.1 -1.8 2.0 -0.076
C 1.671867 -1.343706 1.383865 -1.2 -1.0 -0.7 -0.110
C -0.178674 -0.311158 -0.477431 0.2 1.2 0.7 -0.168
C 0.970811 -0.276909 1.802258 0.7 -0.6 -0.6 -0.048
C 0.226532 0.506077 0.751352 -0.8 0.0 2.0 -0.296
C -0.325389 1.710765 0.996534 -1.0 0.3 -2.9 0.027
O -4.405993 0.088079 -1.918888 0.8 -1.3 0.2 -0.119
O -3.442679 -1.797023 -0.068750 0.6 -0.9 0.1 -0.306
Si -4.108665 -0.518690 -0.450410 -0.6 0.4 -0.1 -0.003
Cl -4.994008 0.691552 0.890421 0.0 0.2 0.2 0.414
H 2.423142 -2.546903 -0.220211 1.0 -1.4 -0.7 0.071
H 0.844104 -1.625975 -1.897187 -0.1 -0.3 -1.1 0.086
H 2.004046 -2.120858 2.032271 0.8 0.2 1.2 0.090
H -0.380447 0.454191 -1.241470 -0.4 -0.6 -0.1 0.117
H 1.034344 -0.164974 2.895364 -0.6 0.9 -0.7 0.111
H -0.950541 2.191385 0.097255 1.4 -0.9 2.2 0.098
H -0.252646 2.293686 1.902068 0.2 -0.1 0.1 0.047
H -4.746215 0.957198 -1.846525 -0.7 1.5 -0.3 0.021
H -1.056069 -0.943871 -0.211471 0.1 0.6 -0.2 0.115
```
Positions in Å, forces in eV/Å.